Record 1
ORCA calculation (ωB97M-V/def2-TZVPD) on a cluster of 3 separate species, C22H40O8 in total.

Structure (XYZ):
```
70
Properties=species:S:1:pos:R:3
O 2.49861 -2.15089 4.16671
C 2.33461 -1.64036 3.10009
O 3.17049 -0.71903 2.57450
C 2.47969 0.50458 2.21612
C 2.29608 1.39008 3.43895
C 1.02657 2.26812 3.41352
C -0.20506 1.52950 2.95351
C -0.84421 0.61365 3.79250
C -1.94897 -0.10168 3.34351
C -2.42970 0.08298 2.05271
C -1.80537 0.99705 1.21042
C -0.69969 1.71235 1.66212
H 1.47987 -1.90683 2.45653
H 1.53119 0.22128 1.75263
H 3.08465 0.98420 1.44892
H 3.15610 2.06082 3.50048
H 2.31056 0.79300 4.35066
H 0.86140 2.61850 4.43547
H 1.17210 3.16727 2.81226
H -0.45271 0.45974 4.79162
H -2.42285 -0.81933 4.00077
H -3.27871 -0.47972 1.68380
H -2.15085 1.14830 0.19608
H -0.20534 2.42143 1.00595
C -3.16213 -6.46532 1.62301
O -4.15137 -5.76354 0.90659
C -4.84610 -4.84086 1.72480
C -5.62726 -3.85835 0.88258
O -4.84157 -2.79726 0.36017
C -4.00126 -3.10665 -0.74251
C -4.73914 -3.22843 -2.05616
O -5.36049 -4.49539 -2.16868
C -6.35117 -4.51468 -3.16948
H -3.59744 -7.03004 2.45593
H -2.68966 -7.16208 0.93384
H -2.39961 -5.78268 2.01644
H -4.13834 -4.29012 2.35786
H -5.54371 -5.38989 2.37325
H -6.35679 -3.37364 1.53457
H -6.17220 -4.37609 0.09084
H -3.40248 -3.99860 -0.54707
H -3.32065 -2.25604 -0.82372
H -4.02267 -3.10788 -2.88139
H -5.48963 -2.43072 -2.12230
H -7.15798 -3.80826 -2.94108
H -6.76369 -5.52086 -3.20352
H -5.93158 -4.27008 -4.15253
C 4.86544 6.04716 -4.86140
O 4.95183 5.17159 -3.76156
C 4.72059 5.83564 -2.53289
C 4.45715 4.83823 -1.42837
O 3.12761 4.34100 -1.40871
C 2.80160 3.35810 -2.37889
C 3.31515 1.97755 -2.04161
O 4.68603 1.85220 -2.36848
C 5.28839 0.75690 -1.71810
H 5.59986 6.85771 -4.78495
H 5.07206 5.46821 -5.75906
H 3.86243 6.48247 -4.94246
H 3.85939 6.50980 -2.62350
H 5.60753 6.43105 -2.27333
H 4.57754 5.36041 -0.47707
H 5.18509 4.02489 -1.46473
H 3.12861 3.65767 -3.37681
H 1.71038 3.31223 -2.37853
H 2.74483 1.22920 -2.61031
H 3.16407 1.79312 -0.96967
H 5.25313 0.87523 -0.62832
H 6.32885 0.71907 -2.03345
H 4.80082 -0.18694 -1.98907
```

Calculated values
Frontier orbital gap in Eh: 0.3609
SMILES: O=COCCCc1ccccc1.COCCOCCOC.COCCOCCOC
Energy above the lowest of the compared OMol25 structures with the same formula, charge and spin in kcal/mol: 63.5
DFT total energy in eV: -39839.0504
Highest occupied orbital energy in eV: -9.2246

---

Record 2
ORCA calculation (ωB97M-V/def2-TZVPD) on a structure of composition C22H41AuClNP3S.

Structure (XYZ):
```
70
Properties=species:S:1:pos:R:3
Au 0.59367 0.24031 -0.15817
P -0.55976 2.40028 1.44441
P -1.63580 -0.60599 0.05632
P 2.69918 1.14272 0.17296
H 1.54337 0.31420 -3.76937
C 0.86940 0.15202 -2.85756
C 1.58707 -0.83911 -1.95826
H 2.67177 -1.02975 -2.08532
C -0.92468 3.82438 0.33564
C -2.11864 2.47304 2.42580
C 0.46564 3.27351 2.69902
C -1.92680 -2.26656 -0.65507
C -2.35398 -0.75472 1.71817
C -2.85897 0.41016 -0.82948
C 4.04890 0.21510 -0.59597
C 3.10143 1.06182 1.93290
C 2.86123 2.88484 -0.31679
H 0.58365 1.20234 -2.46682
H 1.06521 -1.74087 -1.45289
H -1.24950 4.67779 0.94796
H -1.72411 3.55880 -0.36618
H -0.03556 4.10362 -0.23951
H -2.15703 3.46910 2.89290
H -2.08614 1.70870 3.21169
H -3.00740 2.32342 1.80044
H -0.18265 4.02838 3.17537
H 1.34507 3.75866 2.26000
H 0.78567 2.54942 3.45928
H -2.75927 -2.69993 -0.08499
H -1.03438 -2.89448 -0.54668
H -2.21633 -2.21446 -1.70879
H -3.11888 0.01203 1.88798
H -1.58710 -0.68501 2.49415
H -2.82206 -1.74093 1.79328
H -3.83926 -0.06365 -0.70500
H -2.63276 0.45467 -1.90165
H -2.89765 1.43105 -0.43657
H 4.98565 0.43832 -0.07705
H 4.12341 0.48697 -1.65378
H 3.82645 -0.85002 -0.50339
H 4.17125 0.83075 2.02803
H 2.51783 0.25273 2.38510
H 2.88454 2.00410 2.45018
H 3.87363 3.24420 -0.08432
H 2.13513 3.52709 0.20068
H 2.70039 2.97714 -1.39818
C -0.00088 -1.89660 -4.11396
C -0.37732 -0.66559 -3.34183
C -1.52071 -0.00015 -4.03680
C -2.46945 -0.81276 -4.66162
C -2.27799 -2.20244 -4.86417
C -0.98785 -2.68916 -4.67636
S 1.54695 -2.75905 -4.05114
H 0.85825 -3.69687 -3.37769
H -0.90183 -0.99005 -2.37728
H -1.73176 1.08272 -3.85850
H -3.43840 -0.39800 -5.03003
H -3.05987 -2.87360 -5.25223
H -0.67731 -3.68684 -4.99318
Cl -0.23057 -1.37619 6.30112
C 0.20122 -1.84608 4.71133
C 0.12042 -3.18938 4.31844
C 0.48054 -3.50433 3.00066
C 0.91459 -2.47278 2.15595
N 0.97833 -1.20869 2.54192
C 0.64989 -0.87656 3.79909
H -0.20915 -3.93345 5.02494
H 0.44754 -4.52021 2.61909
H 1.22291 -2.69890 1.12778
H 0.75161 0.16878 4.11397
```

Calculated values
Frontier orbital gap (spin up / spin down) in Eh: 0.2040 / 0.1380
Net charge: +3
Energy above the lowest of the compared OMol25 structures with the same formula, charge and spin in kcal/mol: 64.1
DFT total energy in eV: -79855.5999
Highest occupied orbital energy (spin up / spin down) in eV: -15.8895 / -16.6885
Spin multiplicity: 3

---

Record 3
ORCA calculation (ωB97M-V/def2-TZVPD) on a cluster of 5 separate species, C22H41B3BrNO11S5 in total.

Structure (XYZ):
```
84
Properties=species:S:1:pos:R:3
C 1.81797 1.06102 -0.57610
C 0.51415 1.35112 -1.07926
B 0.14610 2.34460 -2.29631
O 0.46253 3.75729 -2.36268
B -0.84145 4.41242 -2.39877
N -0.90945 5.74029 -1.65913
C -1.09405 5.48156 -0.40655
S -1.42866 5.11621 1.19254
O -2.00809 3.87581 -3.05053
B -1.93047 2.44672 -3.24340
C -3.21589 1.42778 -3.21527
Br -2.55713 -0.39397 -3.79135
C -3.82747 1.21860 -1.73943
C -4.96169 2.29628 -1.34428
O -0.62207 1.82045 -3.43674
H 1.94033 1.08176 0.57342
H 2.69790 0.78009 -1.26234
H -0.37016 0.85444 -0.52535
H -3.99432 1.79660 -3.98532
H -4.35743 0.19099 -1.75160
H -3.00398 1.11000 -0.93457
H -4.56930 3.05621 -0.59132
H -5.79079 1.70255 -0.79838
H -5.47750 2.76513 -2.25660
O 1.12738 -3.02702 -1.44981
S 2.18012 -3.03735 -2.43846
O 3.57735 -2.93498 -2.07846
C 1.95767 -4.46440 -3.48645
C 1.03641 -3.97610 -4.59681
C 1.55221 -2.58871 -4.98380
C 1.80157 -1.81417 -3.68837
H 1.53677 -5.28749 -2.90951
H 2.93686 -4.74384 -3.88190
H 1.03614 -4.66045 -5.44768
H 0.00965 -3.89793 -4.22491
H 2.49082 -2.69075 -5.53870
H 0.84631 -2.06061 -5.62877
H 2.64161 -1.12569 -3.78664
H 0.91001 -1.27004 -3.36984
O 4.09802 2.68538 1.69328
S 3.86757 1.51360 2.50751
O 2.67537 0.70480 2.37621
C 5.29780 0.45362 2.39119
C 6.21731 0.94030 3.50327
C 5.31314 1.18167 4.71390
C 4.09059 1.95938 4.22565
H 5.74198 0.53526 1.39934
H 4.96870 -0.57194 2.57297
H 7.00204 0.21290 3.72166
H 6.69804 1.87886 3.20839
H 4.99565 0.21941 5.12914
H 5.83390 1.72397 5.50563
H 3.19561 1.69425 4.78663
H 4.25583 3.03697 4.27615
O -3.63630 -3.20797 -5.89496
S -4.87483 -3.69894 -5.33582
O -4.90988 -4.74029 -4.33414
C -5.82377 -2.30557 -4.75174
C -6.64025 -1.87244 -5.96232
C -7.15184 -3.16464 -6.60242
C -5.97262 -4.13629 -6.68005
H -5.15485 -1.52740 -4.38383
H -6.47165 -2.65743 -3.94566
H -7.45965 -1.20941 -5.67687
H -6.00214 -1.33605 -6.67226
H -7.94164 -3.59299 -5.97672
H -7.57935 -2.98424 -7.59135
H -6.29524 -5.17112 -6.56112
H -5.42222 -4.02354 -7.61570
O 3.80239 2.34484 7.28973
S 2.83531 1.30931 7.57526
O 2.42108 0.34557 6.58036
C 3.35728 0.43652 9.04102
C 2.73137 1.21929 10.18790
C 1.30610 1.54660 9.73802
C 1.38652 2.06750 8.30164
H 4.44559 0.40353 9.08671
H 2.95176 -0.57633 8.98827
H 2.74170 0.64610 11.11713
H 3.28779 2.14708 10.35613
H 0.69734 0.63708 9.76654
H 0.83251 2.27821 10.39634
H 0.50491 1.79013 7.72285
H 1.52303 3.15000 8.27562
```

Calculated values
Frontier orbital gap in Eh: 0.3115
SMILES: C=CB1OB(N=C=S)OB([C@@H](Br)CC)O1.O=S1(=O)CCCC1.O=S1(=O)CCCC1.O=S1(=O)CCCC1.O=S1(=O)CCCC1
DFT total energy in eV: -173741.7065
Highest occupied orbital energy in eV: -8.2588

---

Record 4
ORCA calculation (ωB97M-V/def2-TZVPD) on a cluster of 4 separate species, C22H41BBr2Cl6N2O4P in total.

Structure (XYZ):
```
79
Properties=species:S:1:pos:R:3
C 0.29964 0.89095 -5.52891
C -0.17457 -0.31350 -4.48526
O -0.43388 0.18031 -3.11722
B 0.82801 0.08553 -2.31152
O 2.12759 0.50523 -2.87462
N 0.80622 -0.41240 -0.83764
N 0.71030 -1.76157 -0.87259
C 0.68707 -2.26009 0.49532
C 0.80169 -1.53773 1.90697
O 0.76091 -2.30602 3.16043
C -0.47084 -3.11744 3.27491
C -1.69997 -2.12812 3.71168
C -1.68572 -2.10245 5.38449
C -3.19835 -2.63261 3.28846
C -4.16873 -1.27105 3.33956
C -3.34073 -3.22177 1.76680
C 0.92326 0.07268 1.82194
P 1.08051 1.07697 3.42157
C 2.97674 1.10614 3.82637
O 0.36037 0.31081 4.80731
C 0.88402 0.54158 0.27090
C 0.94629 2.20014 0.13644
Br -0.67525 3.09395 1.00752
C 2.38214 2.82437 0.73388
C 2.84478 4.18877 -0.11630
Br 3.89978 1.49951 0.42300
H -0.11854 0.71720 -6.62750
H -0.01204 1.95934 -5.14019
H 1.47206 0.80190 -5.60222
H 0.66024 -1.15488 -4.44739
H -1.13138 -0.81049 -4.99537
H 2.07783 1.47387 -3.15286
H 0.55719 -3.44810 0.55149
H -0.68356 -3.81427 2.36042
H -0.28732 -3.84758 4.20154
H -1.54275 -0.99997 3.39071
H -0.55456 -2.05192 5.76324
H -2.19823 -1.13073 5.80794
H -2.12915 -3.10497 5.79372
H -3.58372 -3.34013 4.13766
H -5.30393 -1.51307 3.19152
H -3.93253 -0.58303 4.25882
H -3.84393 -0.64337 2.37735
H -4.49736 -3.45631 1.58444
H -2.86324 -2.56218 0.92628
H -2.81704 -4.29420 1.77506
H 3.11386 0.87340 4.98691
H 3.31032 2.22770 3.64230
H 3.57256 0.35187 3.14385
H 1.01959 -0.34726 5.22557
H 0.90292 2.62079 -0.94603
H 2.29842 3.17028 1.84811
H 2.05151 5.02089 0.19835
H 3.88544 4.59613 0.30288
H 2.87081 4.01818 -1.27400
Cl -2.37494 2.36654 -7.53361
C -1.59357 3.70307 -8.41475
C -0.41137 3.22970 -9.24511
Cl 0.95664 2.70726 -8.23118
H -1.29522 4.46216 -7.68481
H -2.35564 4.13960 -9.06721
H -0.04566 4.04840 -9.87216
H -0.68655 2.39693 -9.89977
Cl 2.23590 3.44868 -3.86210
C 3.23440 3.86962 -5.27598
C 4.12982 5.06903 -5.00989
Cl 3.20016 6.57954 -4.84700
H 2.56491 4.04662 -6.12363
H 3.84624 2.99158 -5.50341
H 4.81982 5.21111 -5.84711
H 4.72272 4.93515 -4.09974
Cl -3.89548 -4.93272 5.73531
C -3.18020 -6.42443 6.39595
C -2.06376 -6.13595 7.38666
Cl -0.62469 -5.44557 6.59615
H -2.82732 -7.03211 5.55676
H -3.98820 -6.96868 6.89388
H -1.74473 -7.06508 7.86847
H -2.38802 -5.44174 8.16816
```

Calculated values
Frontier orbital gap in Eh: 0.2627
Net charge: +1
DFT total energy in eV: -259819.7689
Highest occupied orbital energy in eV: -11.4915

---

Record 5
ORCA calculation (ωB97M-V/def2-TZVPD) on a structure of composition C22H41BrNOP3Rh.

Structure (XYZ):
```
70
Properties=species:S:1:pos:R:3
Rh -0.16068 0.14957 -0.51101
P 1.61062 0.77408 0.99584
P -1.07867 2.00940 -1.42559
P 1.54622 -0.38822 -1.95448
H -1.88827 -1.98297 -0.64386
C -0.79944 -2.01608 -0.72907
C 0.01937 -1.94350 0.42510
H -0.43923 -1.91387 1.40932
C 1.28965 0.80728 2.80071
C 2.16585 2.48156 0.60976
C 3.17100 -0.19748 1.02106
C -2.57988 1.23892 -2.12176
C -1.84853 3.46503 -0.61590
C -0.12983 2.84115 -2.74619
C 2.46063 -1.97096 -1.72813
C 2.84437 0.82050 -2.43514
C 0.83477 -0.74795 -3.58603
H -0.42658 -2.47207 -1.65538
H 1.05538 -2.29867 0.41488
H 0.66746 -0.05365 3.08109
H 0.77594 1.72614 3.10456
H 2.24067 0.74245 3.35090
H 1.30112 3.15271 0.52352
H 2.73050 2.51033 -0.33034
H 2.81059 2.84868 1.42114
H 2.93039 -1.26364 1.13175
H 3.76998 0.10282 1.89286
H 3.77576 -0.05075 0.11941
H -3.02165 1.84675 -2.92005
H -3.32276 1.08647 -1.32423
H -2.30613 0.22389 -2.45756
H -2.25566 4.14035 -1.38310
H -1.11218 4.02754 -0.03107
H -2.66580 3.15364 0.04349
H -0.69825 3.70058 -3.12795
H 0.09640 2.16539 -3.57982
H 0.80791 3.22450 -2.32669
H 2.98773 -2.19662 -2.66748
H 1.76104 -2.78678 -1.51341
H 3.19889 -1.90847 -0.92190
H 3.35687 0.43229 -3.32978
H 3.58832 0.96179 -1.64533
H 2.39308 1.78818 -2.69689
H 1.53544 -1.31135 -4.21730
H 0.55144 0.17922 -4.09278
H -0.06670 -1.34531 -3.43387
C -2.14629 -1.39097 -5.41904
C -3.27755 -1.11988 -6.21864
C -3.65361 -2.09131 -7.16122
C -2.92353 -3.26206 -7.33986
C -1.76165 -3.47162 -6.59631
C -1.35389 -2.51808 -5.65514
O -1.81398 -0.70364 -4.26855
H -2.15911 0.22072 -4.19772
H -3.85421 -0.20083 -6.07818
H -4.54628 -1.93870 -7.76625
H -3.24454 -4.00963 -8.05239
H -1.15425 -4.36221 -6.70881
H -0.45990 -2.64709 -5.04879
Br -4.12960 -1.71938 3.46172
C -3.14450 -0.23942 2.79490
C -3.06770 0.93973 3.51655
C -2.24598 1.94932 3.01759
C -1.49606 1.72280 1.86912
N -1.58734 0.57682 1.15796
C -2.42888 -0.38272 1.59208
H -3.61621 1.04724 4.44210
H -2.14815 2.91223 3.51265
H -0.79470 2.48383 1.52859
H -2.47842 -1.31385 1.03004
```

Calculated values
Frontier orbital gap (spin up / spin down) in Eh: 0.2017 / 0.1938
Net charge: +3
Energy above the lowest of the compared OMol25 structures with the same formula, charge and spin in kcal/mol: 11.2
DFT total energy in eV: -127904.5365
Highest occupied orbital energy (spin up / spin down) in eV: -13.2907 / -17.3697
Spin multiplicity: 5

---

Record 6
ORCA calculation (ωB97M-V/def2-TZVPD) on a structure of composition C22H41Cl3N3O5SiV.

Structure (XYZ):
```
76
Properties=species:S:1:pos:R:3
C 2.76592 -2.47980 -1.74224
C 2.28436 -1.65719 -2.89235
H 2.21697 -3.43120 -1.68984
H 2.63676 -1.94303 -0.79688
H 3.83231 -2.72571 -1.87491
C 2.26146 -2.16783 -4.13924
C 2.43377 -3.60880 -4.45705
H 2.23869 -1.51020 -5.00594
H 1.79278 -4.22157 -3.81304
H 3.47705 -3.93289 -4.36593
H 2.15811 -3.76701 -5.50346
V 0.35326 0.05967 2.50234
Cl 1.79379 -1.26695 3.88944
Cl 2.08134 1.48332 2.02712
C -0.63918 2.76856 2.36676
O -0.99983 1.58677 2.05660
N -1.25527 3.86483 1.91726
C -2.56747 3.75945 1.29006
C -0.49989 5.11684 1.84243
H 0.22380 2.94825 3.00597
H -3.22999 3.16598 1.93542
H -2.50092 3.28387 0.30029
H -2.95958 4.77332 1.17958
H 0.06725 5.23734 2.77232
H -1.19348 5.95263 1.72332
H 0.20551 5.11708 0.99676
H -0.76585 -4.89291 3.95424
H -0.60694 -3.72018 0.78225
C -1.74873 -4.51390 3.63213
C -1.60603 -3.85084 1.22117
N -1.62584 -3.46973 2.62937
H -2.27047 -4.11690 4.50798
C -1.30224 -2.23298 2.98635
O -0.91320 -1.37153 2.12880
H -2.30476 -3.23349 0.64486
H -1.43051 -1.97191 4.04952
H -2.31893 -5.33555 3.19935
H -1.91379 -4.89915 1.18837
O 1.02440 -0.19998 -1.37969
C 1.90251 -0.21660 -2.53129
C 0.65385 0.19331 -4.74238
C 1.49991 0.64573 -3.73511
H 0.29920 -0.83463 -4.73746
C 0.31609 1.03635 -5.82838
H 2.83384 0.22491 -2.13289
C 2.09004 1.91473 -3.86824
H -0.34065 0.65652 -6.60761
C 0.86304 2.32571 -5.91938
C 1.77353 2.74839 -4.94284
H 2.80122 2.23709 -3.10199
H 0.60008 2.96644 -6.75981
H 2.23416 3.73060 -5.02585
Si -0.79144 -0.21226 -1.63517
Cl -0.78168 -2.27645 -1.96330
C -1.84941 0.02701 -3.22407
C -0.55379 1.77268 -1.37076
C -2.20866 -0.07780 -0.33597
H -1.71513 0.98775 -3.71348
H -2.90508 -0.04834 -2.89259
H -1.68733 -0.75953 -3.96730
H -2.54076 -1.03152 0.08826
H -3.05985 0.34069 -0.89399
H -1.96288 0.61614 0.47524
H 0.05023 2.16110 -2.19644
H 0.01986 1.94330 -0.44985
H -1.47459 2.36643 -1.33090
N 1.50051 0.88777 6.00553
C 0.30936 0.22040 6.61491
C -0.70812 -0.06477 5.49709
O -1.62507 -0.84881 5.76095
O -0.47102 0.54773 4.38969
H 2.16718 1.11881 6.75202
H 1.21148 1.74111 5.50717
H 1.89305 0.21552 5.28872
H 0.61252 -0.71998 7.08909
H -0.15086 0.86773 7.36890
```

Calculated values
Frontier orbital gap (spin up / spin down) in Eh: 0.1772 / 0.2009
Energy above the lowest of the compared OMol25 structures with the same formula, charge and spin in kcal/mol: 12.8
DFT total energy in eV: -109322.3727
Highest occupied orbital energy (spin up / spin down) in eV: -6.3315 / -6.3314
Spin multiplicity: 3